No. 1
Density functional theory data (wB97M-V/def2-TZVPD) for 2 unconnected molecules or ions with the total composition C6H14O.

Relative energy (zero: lowest compared OMol25 entry of this formula, charge and spin) (kcal per mole): 33.2
SMILES: C=CCCC.CO
Frontier orbital gap (eV): 10.841
HOMO energy (eV): -9.8
LUMO (eV): 1.0

The geometry in ORCA input format:
```
! RIJCOSX wB97M-V def2-TZVPD def2/J DEFGRID3
* xyz 0 1
C -0.843 -1.234 -1.622
C -0.173 -0.089 -1.507
C 1.051 0.111 -0.655
C 1.147 1.503 -0.028
C 2.434 1.679 0.773
H -1.698 -1.339 -2.284
H -0.547 -2.126 -1.069
H -0.486 0.770 -2.105
H 1.944 -0.047 -1.279
H 1.089 -0.659 0.128
H 0.275 1.679 0.615
H 1.101 2.258 -0.825
H 2.533 2.699 1.155
H 3.311 1.467 0.150
H 2.463 0.994 1.629
C -2.265 -1.494 1.434
O -2.867 -0.693 0.440
H -2.624 -2.531 1.378
H -2.508 -1.112 2.432
H -1.172 -1.522 1.348
H -2.165 -0.312 -0.106
*
```

Löwdin atomic charge list, values in e, 6 entries: atom 1 (C): -0.021, atom 2 (C): -0.190, atom 3 (C): -0.233, atom 4 (C): -0.279, atom 5 (C): -0.121, atom 6 (H): 0.070


No. 2
Density functional theory data (wB97M-V/def2-TZVPD) for 2 unconnected molecules or ions with the total composition C6H14O in a non-equilibrium geometry.

Relative energy (zero: lowest compared OMol25 entry of this formula, charge and spin) (kcal per mole): 22.5
SMILES: C=C(C)CCC.O
Frontier orbital gap (eV): 9.938
HOMO energy (eV): -9.2
LUMO (eV): 0.7

The geometry in ORCA input format:
```
! RIJCOSX wB97M-V def2-TZVPD def2/J DEFGRID3
* xyz 0 1
C 1.808 -0.601 0.577
C 0.771 -0.244 -0.157
C 0.818 -0.086 -1.646
C -0.556 0.191 0.433
C -0.658 1.712 0.406
C 0.456 2.415 1.161
H 2.788 -0.672 0.138
H 1.736 -0.865 1.630
H 0.448 -1.011 -2.088
H 1.823 0.084 -2.035
H 0.200 0.708 -2.046
H -1.383 -0.247 -0.133
H -0.677 -0.209 1.446
H -0.770 2.128 -0.597
H -1.595 1.932 0.925
H 0.258 3.478 1.281
H 0.575 1.990 2.159
H 1.412 2.288 0.656
O -2.226 -4.522 -0.926
H -2.602 -4.807 -0.076
H -2.623 -3.663 -1.109
*
```

Löwdin atomic charge list, values in e, 6 entries: atom 1 (C): 0.033, atom 2 (C): -0.393, atom 3 (C): -0.061, atom 4 (C): -0.195, atom 5 (C): -0.266, atom 6 (C): -0.111


No. 3
Density functional theory data (wB97M-V/def2-TZVPD) for 2 unconnected molecules or ions with the total composition C6H14O in a non-equilibrium geometry.

Relative energy (zero: lowest compared OMol25 entry of this formula, charge and spin) (kcal per mole): 96.8
Frontier orbital gap (alpha / beta) (eV): 10.349 / 6.815
HOMO energy (alpha / beta) (eV): -10.3 / -8.1
LUMO (alpha / beta) (eV): 0.0 / -1.3

The geometry in ORCA input format:
```
! RIJCOSX wB97M-V def2-TZVPD def2/J DEFGRID3
* xyz 0 1
C -2.267 -0.152 -1.219
C -1.032 -0.396 -0.351
C -1.332 -0.298 1.148
C 0.106 0.590 -0.655
C 1.411 -0.046 -0.365
C 2.561 0.800 0.016
O 1.134 -1.553 1.984
H -3.087 -0.801 -0.895
H -2.068 -0.371 -2.276
H -2.612 0.887 -1.147
H -0.655 -1.400 -0.586
H -2.021 -1.096 1.433
H -1.812 0.672 1.331
H -0.440 -0.439 1.804
H -0.018 1.527 -0.096
H 0.132 0.888 -1.727
H 1.608 -0.942 -0.951
H 2.306 1.416 0.882
H 2.766 1.506 -0.812
H 3.462 0.215 0.192
H 1.938 -1.076 2.230
*
```

Löwdin atomic charge list, values in e, 6 entries: atom 1 (C): -0.087, atom 2 (C): -0.443, atom 3 (C): -0.095, atom 4 (C): -0.207, atom 5 (C): -0.095, atom 6 (C): -0.107


No. 4
Density functional theory data (wB97M-V/def2-TZVPD) for 2 unconnected molecules or ions with the total composition C6H14O.

Relative energy (zero: lowest compared OMol25 entry of this formula, charge and spin) (kcal per mole): 84.3
Frontier orbital gap (eV): 9.384
HOMO energy (eV): -8.5
LUMO (eV): 0.8

The geometry in ORCA input format:
```
! RIJCOSX wB97M-V def2-TZVPD def2/J DEFGRID3
* xyz 0 1
C 2.393 -1.575 -0.626
O 2.205 -0.777 0.552
C 2.080 0.505 0.328
C -0.726 0.521 0.032
C -1.415 1.860 0.291
C -1.262 -0.129 -1.240
C -0.905 -0.425 1.230
H 2.697 -0.927 -1.452
H 1.444 -2.068 -0.861
H 3.153 -2.326 -0.403
H 0.335 0.732 -0.190
H 1.876 0.915 1.349
H -1.054 2.332 1.213
H -2.501 1.730 0.389
H -1.234 2.550 -0.540
H -0.781 -1.100 -1.418
H -1.069 0.507 -2.110
H -2.343 -0.298 -1.171
H -0.308 -1.339 1.125
H -1.958 -0.735 1.321
H -0.627 0.047 2.181
*
```

Löwdin atomic charge list, values in e, 6 entries: atom 1 (C): -0.073, atom 2 (O): -0.212, atom 3 (C): 0.021, atom 4 (C): -0.512, atom 5 (C): -0.084, atom 6 (C): -0.085


No. 5
Density functional theory data (wB97M-V/def2-TZVPD) for 2 unconnected molecules or ions with the total composition C6H14O.

Relative energy (zero: lowest compared OMol25 entry of this formula, charge and spin) (kcal per mole): 14.0
SMILES: CC(C)CC=O.C
Frontier orbital gap (eV): 10.685
HOMO energy (eV): -9.8
LUMO (eV): 0.9

The geometry in ORCA input format:
```
! RIJCOSX wB97M-V def2-TZVPD def2/J DEFGRID3
* xyz 0 1
C 2.097 -1.009 -0.113
C 1.379 0.023 0.761
C 1.342 -0.433 2.219
C -0.050 0.307 0.256
C -0.029 0.918 -1.125
O 0.063 2.107 -1.324
H 3.115 -1.185 0.252
H 2.173 -0.686 -1.158
H 1.565 -1.969 -0.095
H 1.931 0.971 0.706
H 2.356 -0.602 2.601
H 0.787 -1.375 2.318
H 0.858 0.313 2.858
H -0.541 1.019 0.930
H -0.629 -0.626 0.244
H -0.074 0.208 -1.980
C -3.268 0.404 -1.470
H -3.460 0.449 -0.395
H -2.687 -0.493 -1.699
H -4.217 0.365 -2.009
H -2.711 1.293 -1.778
*
```

Löwdin atomic charge list, values in e, 6 entries: atom 1 (C): -0.079, atom 2 (C): -0.439, atom 3 (C): -0.086, atom 4 (C): -0.156, atom 5 (C): -0.301, atom 6 (O): 0.050


No. 6
Density functional theory data (wB97M-V/def2-TZVPD) for C6H14O in the gas phase.

Relative energy (zero: lowest compared OMol25 entry of this formula, charge and spin) (kcal per mole): 4.3
SMILES: CC(C)C(C)(C)O
Frontier orbital gap (eV): 11.009
HOMO energy (eV): -10.1
LUMO (eV): 0.9

The geometry in ORCA input format:
```
! RIJCOSX wB97M-V def2-TZVPD def2/J DEFGRID3
* xyz 0 1
C 1.505 -1.078 0.193
C 0.305 -0.535 -0.592
C 0.806 0.103 -1.894
C -0.631 0.393 0.251
C 0.102 1.248 1.290
C -1.710 -0.440 0.959
O -1.323 1.310 -0.607
H 2.214 -0.279 0.442
H 2.053 -1.818 -0.401
H 1.191 -1.565 1.121
H -0.287 -1.406 -0.904
H 1.432 0.979 -1.700
H 1.397 -0.620 -2.468
H -0.027 0.405 -2.537
H 0.848 1.894 0.816
H 0.595 0.639 2.055
H -0.600 1.914 1.807
H -2.286 -1.025 0.233
H -1.282 -1.126 1.696
H -2.435 0.210 1.463
H -1.866 0.795 -1.224
*
```

Löwdin atomic charge list, values in e, 6 entries: atom 1 (C): -0.081, atom 2 (C): -0.364, atom 3 (C): -0.072, atom 4 (C): -0.585, atom 5 (C): -0.031, atom 6 (C): -0.038


No. 7
Density functional theory data (wB97M-V/def2-TZVPD) for 2 unconnected molecules or ions with the total composition C6H14O in a non-equilibrium geometry.

Relative energy (zero: lowest compared OMol25 entry of this formula, charge and spin) (kcal per mole): 22.6
SMILES: CCC=C(C)C.O
Frontier orbital gap (eV): 9.731
HOMO energy (eV): -8.8
LUMO (eV): 0.9

The geometry in ORCA input format:
```
! RIJCOSX wB97M-V def2-TZVPD def2/J DEFGRID3
* xyz 0 1
C -0.451 2.198 -0.810
C -0.201 1.078 -1.781
C 0.259 -0.138 -0.948
C -0.322 -1.336 -0.889
C 0.198 -2.437 -0.011
C -1.601 -1.681 -1.619
H 0.522 2.387 -0.325
H -1.200 1.989 -0.028
H -0.755 3.107 -1.354
H -1.110 0.906 -2.389
H 0.599 1.425 -2.462
H 1.074 0.035 -0.233
H 0.540 -3.265 -0.654
H -0.602 -2.812 0.650
H 1.044 -2.104 0.614
H -1.594 -2.707 -2.023
H -1.864 -0.984 -2.433
H -2.375 -1.616 -0.836
O 2.466 1.612 5.814
H 2.345 2.250 6.554
H 3.028 2.091 5.163
*
```

Löwdin atomic charge list, values in e, 6 entries: atom 1 (C): -0.145, atom 2 (C): -0.259, atom 3 (C): -0.092, atom 4 (C): -0.376, atom 5 (C): -0.080, atom 6 (C): -0.065


No. 8
Density functional theory data (wB97M-V/def2-TZVPD) for a molecular structure, C6H14O.

Relative energy (zero: lowest compared OMol25 entry of this formula, charge and spin) (kcal per mole): 104.5
Frontier orbital gap (alpha / beta) (eV): 8.220 / 8.225
HOMO energy (alpha / beta) (eV): -7.3 / -7.3
LUMO (alpha / beta) (eV): 0.9 / 0.9

The geometry in ORCA input format:
```
! RIJCOSX wB97M-V def2-TZVPD def2/J DEFGRID3
* xyz 0 1
C -3.386 -0.008 -0.519
C -2.246 -0.345 0.438
C -0.874 -0.145 -0.202
C 0.280 -0.460 0.754
C 1.614 -0.326 0.104
O 2.554 0.270 0.771
C 3.755 0.529 0.286
H -4.365 -0.143 -0.048
H -3.349 -0.646 -1.410
H -3.317 1.033 -0.855
H -2.320 0.280 1.338
H -2.342 -1.385 0.779
H -0.794 -0.778 -1.098
H -0.773 0.891 -0.551
H 0.147 -1.478 1.154
H 0.253 0.223 1.611
H 1.921 -0.966 -0.723
H 1.968 1.181 -1.250
H 4.161 -0.179 -0.433
H 4.398 1.033 0.992
H 2.717 1.419 -1.137
*
```

Löwdin atomic charge list, values in e, 6 entries: atom 1 (C): -0.123, atom 2 (C): -0.283, atom 3 (C): -0.237, atom 4 (C): -0.181, atom 5 (C): -0.222, atom 6 (O): -0.147


No. 9
Density functional theory data (wB97M-V/def2-TZVPD) for 2 unconnected molecules or ions with the total composition C6H14O.

Relative energy (zero: lowest compared OMol25 entry of this formula, charge and spin) (kcal per mole): 26.7
SMILES: C/C=C\[C@@H](C)O.C
Frontier orbital gap (eV): 10.396
HOMO energy (eV): -9.5
LUMO (eV): 0.9

The geometry in ORCA input format:
```
! RIJCOSX wB97M-V def2-TZVPD def2/J DEFGRID3
* xyz 0 1
C -1.295 -1.423 -0.751
C -0.597 -1.259 0.575
C 0.620 -0.744 0.746
C 1.495 -0.257 -0.380
C 2.471 0.819 0.084
O 2.183 -1.397 -0.892
H -2.333 -1.742 -0.620
H -0.782 -2.169 -1.369
H -1.309 -0.483 -1.319
H -1.134 -1.613 1.455
H 1.045 -0.695 1.749
H 0.851 0.169 -1.167
H 3.135 0.424 0.863
H 1.934 1.683 0.491
H 3.091 1.174 -0.749
H 2.774 -1.094 -1.595
C -2.429 1.724 0.575
H -3.150 0.910 0.693
H -2.483 2.112 -0.446
H -2.663 2.521 1.286
H -1.422 1.340 0.770
*
```

Löwdin atomic charge list, values in e, 6 entries: atom 1 (C): -0.101, atom 2 (C): -0.162, atom 3 (C): -0.093, atom 4 (C): -0.457, atom 5 (C): -0.058, atom 6 (O): -0.037


No. 10
Density functional theory data (wB97M-V/def2-TZVPD) for 3 unconnected molecules or ions with the total composition C6H14O2 in a non-equilibrium geometry.

Relative energy (zero: lowest compared OMol25 entry of this formula, charge and spin) (kcal per mole): 13.2
Frontier orbital gap (alpha / beta) (eV): 3.800 / 6.844
HOMO energy (alpha / beta) (eV): 0.0 / -3.2
LUMO (alpha / beta) (eV): 3.8 / 3.6

The geometry in ORCA input format:
```
! RIJCOSX wB97M-V def2-TZVPD def2/J DEFGRID3
* xyz -1 2
C -0.533 -1.849 -2.531
C -0.473 -2.180 -1.022
C 0.314 -1.224 -0.161
C 0.582 0.071 -0.577
C 1.007 -1.108 2.239
C 0.876 -1.775 1.032
H 0.348 -2.168 -3.081
H -0.859 -0.819 -2.647
H -1.358 -2.402 -3.015
H 0.016 -3.154 -0.991
H -1.511 -2.229 -0.665
H 1.432 0.564 -0.103
H 0.402 0.482 -1.564
H 1.444 -1.657 3.057
H 0.868 -0.039 2.358
H 1.049 -2.847 1.045
H -3.198 0.981 1.800
H -1.698 1.430 1.622
O -2.614 1.596 1.353
H 1.925 4.192 0.193
H 0.736 4.104 -0.686
O 1.324 4.766 -0.297
*
```

Löwdin atomic charge list, values in e, 6 entries: atom 1 (C): -0.142, atom 2 (C): -0.253, atom 3 (C): -0.426, atom 4 (C): -0.072, atom 5 (C): -0.115, atom 6 (C): -0.268


No. 11
Density functional theory data (wB97M-V/def2-TZVPD) for 3 unconnected molecules or ions with the total composition C6H14O2 in a non-equilibrium geometry.

Relative energy (zero: lowest compared OMol25 entry of this formula, charge and spin) (kcal per mole): 142.0
Frontier orbital gap (alpha / beta) (eV): 6.523 / 6.889
HOMO energy (alpha / beta) (eV): -6.0 / -6.4
LUMO (alpha / beta) (eV): 0.5 / 0.5

The geometry in ORCA input format:
```
! RIJCOSX wB97M-V def2-TZVPD def2/J DEFGRID3
* xyz 0 1
C 0.615 1.229 -0.401
C -0.502 -0.779 0.814
C -0.748 -0.595 -0.512
C 1.191 1.120 -1.783
C 1.643 1.355 0.691
C -2.199 -2.378 0.386
O -0.326 2.280 -0.388
O 0.545 -1.519 1.231
H -0.549 2.495 0.525
H 0.577 -1.540 2.194
H -0.992 -0.155 1.554
H -1.587 0.015 -0.805
H -0.253 -1.222 -1.240
H 2.316 0.496 0.697
H 0.402 1.035 -2.534
H 1.781 2.015 -2.037
H 1.847 0.251 -1.864
H 2.262 2.258 0.555
H 1.185 1.443 1.683
H -2.791 -2.132 1.266
H -1.619 -3.292 0.488
H -2.797 -2.381 -0.522
*
```

Löwdin atomic charge list, values in e, 6 entries: atom 1 (C): -0.487, atom 2 (C): -0.319, atom 3 (C): -0.027, atom 4 (C): -0.082, atom 5 (C): -0.072, atom 6 (C): -0.035


No. 12
Density functional theory data (wB97M-V/def2-TZVPD) for 3 unconnected molecules or ions with the total composition C6H14O2 in a non-equilibrium geometry.

Relative energy (zero: lowest compared OMol25 entry of this formula, charge and spin) (kcal per mole): 50.4
SMILES: C=C/C(C)=C/C.O.O
Frontier orbital gap (eV): 9.206
HOMO energy (eV): -8.7
LUMO (eV): 0.5

The geometry in ORCA input format:
```
! RIJCOSX wB97M-V def2-TZVPD def2/J DEFGRID3
* xyz 0 1
C 1.808 0.780 0.812
C 1.367 -0.494 0.766
C 0.350 -1.012 -0.210
C 0.039 -2.468 -0.010
C -0.036 -0.269 -1.255
C -0.740 -0.801 -2.464
H 1.871 1.244 -0.166
H 2.450 1.242 1.548
H 1.392 -0.983 1.741
H 0.615 -3.100 -0.695
H -1.002 -2.726 -0.207
H 0.325 -2.758 0.997
H 0.430 0.691 -1.437
H 0.036 -1.070 -3.185
H -1.399 -0.044 -2.892
H -1.386 -1.660 -2.275
O -1.538 0.513 1.783
H -0.647 0.388 1.411
H -1.401 0.486 2.742
O -0.431 3.099 0.179
H -1.300 3.030 -0.252
H -0.479 2.414 0.886
*
```

Löwdin atomic charge list, values in e, 6 entries: atom 1 (C): 0.002, atom 2 (C): -0.145, atom 3 (C): -0.325, atom 4 (C): -0.057, atom 5 (C): -0.117, atom 6 (C): -0.084


Which of these has the highest relative energy (zero: lowest compared OMol25 entry of this formula, charge and spin)? number 11